Entry from the Open Molecules 2025 dataset: C27H28N2SiTi as an isolated structure in a non-equilibrium geometry (ωB97M-V with the def2-TZVPD basis set).

Atoms and positions in Å:
C 0.941 -1.105 4.480
H 2.552 -1.402 5.885
H 1.179 0.743 -0.288
H 3.188 -1.275 -1.710
H -0.653 3.425 0.237
C 2.048 1.613 -2.651
C 2.329 -1.769 -1.258
Ti 0.826 -0.851 0.206
C 1.031 -1.904 -1.847
C -2.670 0.617 -2.337
H 4.322 -1.427 4.067
C 2.905 -1.002 2.528
C 3.272 -1.253 3.850
C 2.080 1.758 -5.063
C -0.138 -1.113 5.411
C 1.016 -3.061 0.172
C -1.775 -0.915 3.616
C -3.001 2.061 -0.414
C -4.030 0.282 -2.324
C -0.745 -0.914 2.691
H -0.800 -3.049 -1.175
H -2.621 2.789 0.306
Si -0.259 1.387 -1.085
C 0.102 2.637 0.314
N -1.036 -0.924 1.269
H 1.083 3.080 0.124
C -4.364 1.733 -0.412
C 2.297 -1.265 4.836
H -0.393 -0.143 -1.215
H -1.105 2.124 -3.861
C -2.135 1.452 -1.338
C 0.649 1.730 -2.666
H -2.806 -0.847 3.274
H -1.568 -1.753 0.993
H 0.091 2.220 1.322
H 0.163 2.084 -6.009
H 2.642 1.736 -5.998
H -4.429 -0.389 -3.092
H 0.723 -3.744 0.972
C 0.606 -0.952 3.104
H 0.108 -1.202 6.475
C 0.213 -2.694 -0.968
C 2.331 -2.503 -0.028
C 2.761 1.616 -3.848
H -1.658 -0.160 0.979
H -2.021 0.199 -3.117
C -0.028 1.953 -3.867
H 3.214 -2.716 0.568
H 2.574 1.499 -1.699
C 0.693 1.943 -5.068
N 1.614 -0.870 2.161
H 3.848 1.517 -3.819
H 0.734 -1.535 -2.824
H -5.035 2.206 0.307
C -1.457 -1.009 4.988
H -5.911 0.474 -1.271
H -2.267 -1.003 5.722
C -4.868 0.799 -1.328
H 3.645 -0.928 1.724

As for the electronic energy: -2293.931306 Ha. As for the spin multiplicity: 2. The relative energy (zero: lowest compared OMol25 entry of this formula, charge and spin) is 0.00 kcal per mole. Its net charge is +1. The value obtained for the gap between HOMO and LUMO (alpha / beta) is 6.75 / 7.26 eV.

Löwdin population analysis, charges in e, atoms 1 to 6: -0.135, 0.133, -0.035, 0.125, 0.026, -0.120

---

Entry from the Open Molecules 2025 dataset: C23H38ClF13O6S2V as an isolated structure in a non-equilibrium geometry (ωB97M-V with the def2-TZVPD basis set).

Atoms and positions in Å:
H -2.728 -1.154 -2.322
C -3.299 0.973 2.937
C 4.560 0.154 -1.638
Cl -5.792 2.357 -1.175
C 0.658 0.189 -2.059
H -4.031 1.778 2.875
H 0.633 -0.884 -1.861
H 5.258 -0.682 -1.615
C -4.336 2.106 -0.123
H 1.134 -2.488 1.966
C -3.608 0.897 -0.702
H 4.744 0.677 -2.578
C -0.560 -3.318 2.987
H -3.294 1.125 -1.717
H 3.089 -1.200 -2.371
F -1.356 -2.603 -0.642
C -1.393 -1.096 1.900
F 6.073 2.709 -2.138
C -2.735 -2.541 -0.614
H -1.849 -4.626 1.893
C 4.779 1.057 -0.441
O -3.335 -3.052 -2.979
H 2.806 -0.799 -0.706
H -1.643 -1.752 3.939
H -0.571 -1.423 1.265
H 0.136 0.362 -3.000
C -0.179 0.922 -0.973
V 3.603 4.834 1.144
H -4.317 0.072 -0.671
H 1.016 -1.922 3.621
F 8.069 2.987 0.298
H 0.156 1.670 1.375
H 1.586 -3.584 3.239
H -2.033 1.336 0.644
C -3.562 3.413 -0.130
O 2.283 5.195 0.390
F 7.000 0.292 -0.097
H -2.604 -2.675 2.817
H -0.710 -3.837 3.939
C -0.781 -4.404 1.920
O -1.319 0.129 -0.857
C -0.448 2.349 -1.488
F 5.986 3.854 -0.112
H -4.209 4.226 0.197
F 4.267 0.378 0.624
H -3.939 -1.056 2.738
S 7.040 2.851 -0.891
C -2.347 0.444 0.100
H -0.519 3.062 -0.667
C 0.875 -2.798 2.985
C 6.235 1.371 -0.006
C -2.177 -3.485 -3.510
O 4.216 5.712 2.263
F 6.209 1.701 1.303
H -0.303 -5.316 2.283
O -3.276 -1.868 0.467
C 3.120 -0.374 -1.658
H -4.278 -1.747 -1.793
H -1.406 2.315 -2.005
C -2.622 -0.734 1.053
C 2.110 0.666 -2.184
H -4.612 -0.051 1.520
H 2.255 1.661 -1.772
H -3.119 3.650 -1.094
H -2.777 3.351 0.633
F 7.660 4.123 -1.547
O -3.175 -3.850 -0.492
C -1.626 -2.210 2.945
F 8.079 1.929 -1.631
F -1.223 -2.537 -3.563
H -2.408 -4.422 -0.377
C -3.249 -2.046 -1.983
F 4.056 2.203 -0.521
H -2.325 1.407 2.715
S 0.915 0.957 0.528
H -4.735 1.949 0.873
F -2.422 -3.878 -4.761
H -3.277 0.676 3.986
F -1.655 -4.537 -2.865
H -0.388 -4.119 0.946
H 2.331 0.761 -3.252
H -1.011 -0.206 2.395
C -3.687 -0.238 2.068
H 0.315 2.675 -2.190

As for the electronic energy: -4849.046612 Ha. Its net charge is +1. The value obtained for the gap between HOMO and LUMO is 4.13 eV.

Löwdin population analysis, charges in e, atoms 1 to 6: 0.127, -0.062, -0.065, 0.623, -0.164, 0.072

---

Entry from the Open Molecules 2025 dataset: C39H31N7O5S2V as an isolated structure in a non-equilibrium geometry (ωB97M-V with the def2-TZVPD basis set).

Atoms and positions in Å:
H 3.856 2.105 1.697
C -1.533 -5.593 -0.891
H -4.264 -0.134 -0.964
H 5.786 3.150 1.050
C 1.683 2.547 3.361
H -4.040 -1.020 3.217
C -1.741 -4.709 0.170
C 1.018 1.804 -3.891
O -0.944 -0.539 -0.421
H -5.407 -3.052 2.858
H 7.868 0.327 -2.326
S 0.088 -1.383 -1.157
H -6.705 -4.127 -0.519
N 0.089 1.729 -4.802
C -0.878 3.082 2.894
V -0.812 1.745 -0.094
H -5.871 -4.890 0.840
N 1.108 1.878 -0.223
H 2.862 -2.016 -1.563
C 3.896 1.859 -0.467
C 0.750 1.714 -2.509
C 5.993 0.991 -1.526
H 4.776 -2.111 0.016
C 1.244 -1.193 1.320
H 2.038 1.952 -4.234
H 3.551 1.732 -2.565
H -5.649 -2.166 -1.318
H 2.164 -1.058 3.249
C -5.155 -2.413 2.016
H -4.115 2.798 -1.242
N -0.531 1.585 -2.080
C 5.373 1.786 -0.568
H -1.907 -6.607 -0.828
H 2.727 2.322 3.549
H 0.147 -3.534 -2.999
C -1.257 -3.416 0.102
H -2.283 -5.033 1.050
C 1.715 1.801 -1.458
C -0.304 3.306 4.125
C -0.371 -3.878 -2.111
C -5.295 -1.920 -0.323
C -2.433 3.986 -0.688
C 3.256 2.021 0.799
C 7.376 0.946 -1.584
O -3.776 1.801 2.340
C 3.102 1.791 -1.580
C 1.136 2.361 2.099
C 1.909 2.043 0.889
H -0.891 3.718 4.935
H 4.418 -1.659 2.418
C -4.527 -0.774 -0.132
C -3.487 2.910 -0.360
H 0.254 -0.901 1.659
C -1.497 1.512 -3.033
C -0.861 -5.178 -2.031
N -0.172 2.563 1.887
H 8.230 2.937 0.826
H -1.440 -2.703 0.901
C 2.717 -1.810 -0.506
C 2.318 -1.270 2.198
N 8.179 1.624 -0.758
C -0.557 -3.027 -1.037
C -6.430 -4.004 0.529
C -1.189 1.569 -4.355
N 0.971 3.004 4.381
C 3.786 -1.869 0.380
H -7.349 -3.975 1.120
C -4.078 -0.461 1.136
C 6.201 2.493 0.295
O -1.775 0.415 1.850
O -1.179 3.615 -0.446
C 7.576 2.382 0.162
C 3.583 -1.606 1.730
C -5.613 -2.753 0.738
H -1.968 1.507 -5.102
H -0.728 -5.857 -2.864
N -2.801 1.645 0.007
S -3.073 0.952 1.409
C 1.461 -1.481 -0.019
H -1.925 3.281 2.720
H -4.113 3.269 0.454
C -4.393 -1.279 2.226
H 5.405 0.389 -2.210
O -2.776 5.050 -1.134
H -2.514 1.403 -2.684

As for the electronic energy: -4004.708985 Ha. As for the spin multiplicity: 2. The relative energy (zero: lowest compared OMol25 entry of this formula, charge and spin) is 7.65 kcal per mole. The value obtained for the gap between HOMO and LUMO (alpha / beta) is 5.47 / 5.63 eV.

Löwdin population analysis, charges in e, atoms 1 to 6: 0.115, -0.070, 0.105, 0.111, -0.063, 0.120

---

Entry from the Open Molecules 2025 dataset: C27H51AsCoN5O2PSSi3 as an isolated structure (ωB97M-V with the def2-TZVPD basis set).

Atoms and positions in Å:
C -2.938 -2.194 2.554
H 1.748 0.811 5.562
H -4.705 -3.237 -0.869
H 3.875 2.191 1.841
H -6.258 0.879 1.696
As -2.976 0.085 -0.002
H 5.200 -2.712 -1.562
C 1.452 -2.841 -2.448
H -3.804 1.440 -4.164
H -2.947 -3.176 -0.854
H -6.206 0.787 -2.028
C 3.753 -3.013 -3.116
H -3.807 -4.186 0.313
P 0.562 -2.299 0.126
H 5.211 2.215 -3.829
H -1.861 -2.140 2.385
H 0.196 -4.692 0.003
C 3.714 1.565 0.967
H 3.582 2.848 -4.068
C 1.554 0.790 2.188
H 3.853 2.160 0.066
H -6.383 -1.263 0.787
H -2.771 3.979 0.524
H -3.986 2.858 3.308
C 1.328 0.702 4.571
H -1.495 -0.104 2.924
Co -0.343 0.050 -0.019
N 2.442 0.699 -1.287
H -5.833 -1.086 2.457
C 3.685 0.711 -3.755
H 3.866 0.436 -4.795
C 2.342 0.978 0.951
H 4.495 -3.188 -3.884
S -0.075 0.403 -2.330
C 1.841 -2.588 -1.133
H -0.947 -3.815 -1.026
H 0.667 -2.698 2.496
H 1.948 -3.592 1.650
H -6.077 -2.690 1.773
C -0.472 0.192 3.110
N -0.148 3.379 -0.410
Si -3.859 -0.013 -2.224
O -0.665 2.530 0.258
C 1.665 0.544 -2.342
Si -3.944 -1.831 1.012
H 2.113 -1.849 1.955
C -3.479 2.027 2.812
C 0.008 0.321 4.402
H -2.088 -1.694 -2.774
H -2.304 1.630 -3.251
C 2.402 -3.058 -3.432
C -3.715 3.553 0.196
H -4.508 4.251 0.472
H -3.109 -1.310 -4.150
H 1.654 0.414 -4.337
H -3.189 -1.497 3.355
C 1.413 -2.643 1.702
H -6.348 1.522 0.057
H 4.481 0.788 0.951
H -1.206 -3.865 0.719
H -2.408 2.216 2.864
H -6.385 2.614 1.436
N 1.750 0.590 -0.124
H 4.219 -0.006 -3.128
C -5.720 -0.176 -2.182
H 3.145 1.224 3.562
H 2.086 -3.261 -4.446
C -3.828 -3.233 -0.220
H -6.055 -0.562 -3.147
H -3.706 -2.406 -2.904
H -0.642 0.130 5.243
N 0.271 0.414 2.030
H -3.787 2.440 -2.721
C -3.385 1.528 -3.158
H 0.402 -2.858 -2.714
C -0.446 -3.812 -0.059
C 4.149 -2.749 -1.815
H 3.527 -2.324 0.181
C -5.938 1.695 1.051
C 2.110 0.940 3.454
C -3.117 -1.506 -3.075
H -6.075 -0.864 -1.413
H -3.701 3.489 -0.889
H 4.119 2.382 -2.449
C 3.197 -2.534 -0.828
N 2.256 0.540 -3.541
C -5.726 -1.680 1.548
H -3.706 1.120 3.375
H -3.175 -3.198 2.913
C 4.175 2.128 -3.504
O 0.659 3.351 -1.270
Si -4.087 1.930 1.048

As for the electronic energy: -6710.129331 Ha. As for the spin multiplicity: 5. Its net charge is +1. The value obtained for the gap between HOMO and LUMO (alpha / beta) is 7.51 / 6.10 eV.

Löwdin population analysis, charges in e, atoms 1 to 6: -0.224, 0.120, 0.038, 0.075, 0.007, 0.842

---

Entry from the Open Molecules 2025 dataset: an isolated molecule of C4H5NO in a non-equilibrium geometry (ωB97M-V with the def2-TZVPD basis set).

Atoms and positions in Å:
H 1.594 -0.847 1.069
H 0.176 -0.540 2.105
N 0.684 0.385 -0.551
H -2.608 0.368 -0.273
C -1.524 0.312 -0.372
H 0.744 -0.629 -2.373
C -0.368 0.636 0.344
C 0.190 -0.186 -1.571
C 0.844 -0.077 1.420
O -1.149 -0.187 -1.593
H 1.417 0.764 1.795

As for the electronic energy: -285.258027 Ha. As for the SMILES: Cc1cocn1. The relative energy (zero: lowest compared OMol25 entry of this formula, charge and spin) is 98.24 kcal per mole. The value obtained for the gap between HOMO and LUMO is 9.50 eV.

Löwdin population analysis, charges in e, atoms 1 to 6: 0.088, 0.030, -0.013, 0.116, -0.068, 0.130

---

Entry from the Open Molecules 2025 dataset: C36H37F3IrP2 as an isolated structure in a non-equilibrium geometry (ωB97M-V with the def2-TZVPD basis set).

Atoms and positions in Å:
H -5.947 2.984 -0.463
C 4.020 1.442 -0.932
H 0.991 1.214 2.404
C -2.450 -2.324 1.007
H -0.108 3.556 -2.423
F -2.518 1.409 2.397
C -3.889 -4.408 2.282
C -1.480 -0.373 -2.382
C -5.178 2.201 -0.361
H 4.996 0.007 0.660
H 2.040 -2.951 1.705
H -4.789 -1.170 0.049
C 3.218 3.760 0.390
C -1.188 1.210 2.355
C -2.886 1.595 -0.175
H 5.052 2.766 -2.289
H 0.998 -0.531 2.754
H 6.129 -3.405 2.935
H -0.894 1.852 -3.929
H -3.417 -3.370 4.119
C -2.580 -2.352 2.410
H -2.115 -1.584 3.016
H -0.659 -0.627 -4.371
C -3.820 2.606 -0.349
H 1.809 -0.483 -3.157
C -2.992 -3.394 0.259
C 5.369 -2.858 2.386
H 4.326 0.542 -1.507
P -1.658 -0.964 0.095
C 3.078 -2.606 1.703
C 5.708 -1.672 1.745
H 1.846 -2.404 -0.786
F -0.670 2.334 2.960
C -0.178 -1.921 -0.525
C -3.172 0.232 -0.105
H -3.227 0.814 -2.539
H -1.842 1.972 0.035
C -5.513 0.848 -0.210
H -2.829 -3.437 -0.815
H 4.467 4.811 -1.012
C 0.883 0.173 -3.133
H -2.064 -1.259 -2.107
H -4.190 -5.182 0.291
C 0.996 0.937 -1.871
C 3.071 1.325 0.123
H -2.344 2.702 -3.480
H 2.895 4.641 0.949
Ir -0.350 0.871 0.357
H 2.062 1.180 -1.780
C 1.144 -1.626 -0.427
C -0.766 2.789 -1.996
H 1.057 0.817 -4.024
C -3.730 -4.397 0.896
C -0.344 -0.727 -3.310
H 2.501 0.446 2.410
C -3.303 -3.378 3.028
C 0.142 1.862 -1.211
H -1.430 3.323 -1.312
F -0.991 0.189 3.303
H -3.525 3.672 -0.439
H -6.570 0.560 -0.194
H -0.498 -2.908 -0.871
H 6.718 -1.273 1.791
C 4.724 -0.954 1.084
C 3.405 -1.398 1.066
H -0.029 -1.767 -3.167
H 1.902 2.539 1.494
C -4.516 -0.139 -0.080
C 4.061 -3.332 2.370
C 4.448 2.697 -1.390
C 4.088 3.843 -0.690
H 0.659 2.496 -0.415
H 3.785 -4.233 2.918
C -1.538 2.080 -3.078
P 2.045 -0.277 0.461
C 2.683 2.525 0.743
H -4.463 -5.196 2.774
C -2.121 0.819 -2.540
C 1.456 0.239 2.118

As for the electronic energy: -2479.564795 Ha. As for the spin multiplicity: 6. The relative energy (zero: lowest compared OMol25 entry of this formula, charge and spin) is 0.00 kcal per mole. Its net charge is +2. The value obtained for the gap between HOMO and LUMO (alpha / beta) is 5.21 / 5.09 eV.

Löwdin population analysis, charges in e, atoms 1 to 6: 0.129, -0.108, 0.036, -0.356, 0.144, 0.072

---

Q: The lowest electronic energy belongs to which entry?
A: C27H51AsCoN5O2PSSi3